{
  "formula": "C5H7Cl13",
  "method": "wB97M-V/def2-TZVPD",
  "elements": ["C", "Cl", "Cl", "Cl", "H", "C", "Cl", "Cl", "Cl", "H", "C", "Cl", "Cl", "Cl", "H", "C", "Cl", "Cl", "H", "H", "C", "Cl", "Cl", "H", "H"],
  "positions_angstrom": [[-8.483, -26.871, -24.544], [-8.131, -26.786, -26.298], [-7.216, -26.034, -23.701], [-8.598, -28.529, -23.977], [-9.397, -26.310, -24.346], [-11.608, -23.761, -21.322], [-12.429, -22.799, -22.586], [-10.335, -22.841, -20.419], [-10.877, -25.144, -22.146], [-12.341, -24.017, -20.558], [-13.170, -26.028, -16.848], [-13.328, -27.694, -16.463], [-14.829, -25.432, -17.142], [-12.039, -25.668, -18.169], [-13.003, -25.384, -15.984], [-16.299, -22.599, -21.183], [-16.485, -21.166, -22.272], [-14.801, -22.387, -20.230], [-17.211, -22.559, -20.588], [-16.439, -23.506, -21.771], [-9.462, -19.344, -18.874], [-8.720, -19.337, -17.268], [-9.061, -17.889, -19.789], [-9.264, -20.310, -19.338], [-10.538, -19.317, -18.705]],
  "lumo_ha": [-0.1297, -0.4018],
  "homo_lumo_gap_ev": [9.465, 2.012],
  "spin_multiplicity": 2,
  "total_charge": 1
}

{
  "formula": "C5H7ClI2",
  "method": "wB97M-V/def2-TZVPD",
  "elements": ["C", "C", "C", "C", "C", "Cl", "I", "I", "H", "H", "H", "H", "H", "H", "H"],
  "positions_angstrom": [[-0.464, -0.966, -0.170], [0.276, -2.345, 0.581], [1.196, 0.831, -0.715], [-1.155, 1.472, 0.161], [0.034, 0.383, 0.180], [-0.193, -3.849, -0.048], [-2.346, -1.519, -0.765], [2.047, -1.856, 1.576], [1.087, 0.730, -1.764], [1.942, 0.115, -0.540], [1.486, 1.782, -0.374], [-0.920, 2.346, 0.703], [-1.917, 1.097, 0.772], [-1.479, 1.566, -0.809], [0.408, 0.211, 1.211]],
  "lumo_ha": [0.0001, -0.0526],
  "homo_lumo_gap_ev": [6.984, 8.017],
  "spin_multiplicity": 3
}

{
  "formula": "C5H7ClN3O2",
  "method": "wB97M-V/def2-TZVPD",
  "elements": ["C", "C", "O", "O", "C", "N", "C", "N", "Cl", "C", "N", "H", "H", "H", "H", "H", "H", "H"],
  "positions_angstrom": [[2.248, -0.272, 0.417], [1.719, 0.474, -0.838], [1.787, -0.023, -1.907], [1.094, 1.754, -0.786], [-0.090, 1.693, 0.011], [-0.891, 0.465, -0.209], [-1.250, -0.236, 0.886], [-1.940, -1.303, 0.391], [-2.664, -2.544, 1.285], [-1.963, -1.172, -0.993], [-1.331, -0.066, -1.359], [2.652, 0.467, 1.146], [3.067, -0.944, 0.061], [1.463, -0.916, 0.884], [-0.738, 2.577, -0.203], [0.250, 1.793, 1.075], [-1.009, 0.056, 1.921], [-2.405, -1.803, -1.782]],
  "relative_energy_kj_mol": 209.9,
  "lumo_ha": -0.1629,
  "homo_lumo_gap_ev": 9.754,
  "spin_multiplicity": 1,
  "total_charge": 1,
  "smiles": "CC(=O)OCn1c[n+](Cl)cn1"
}

{
  "formula": "C5H7ClO",
  "method": "wB97M-V/def2-TZVPD",
  "elements": ["C", "C", "C", "O", "H", "H", "H", "H", "H", "H", "C", "C", "Cl", "H"],
  "positions_angstrom": [[2.285, 0.654, 0.479], [1.049, 0.364, 0.126], [0.497, 0.251, -1.259], [0.135, 0.094, 1.152], [2.933, 0.951, -0.306], [2.412, 0.746, 1.543], [-0.431, -0.347, -1.074], [1.110, -0.238, -1.928], [0.429, 1.228, -1.869], [0.618, 0.170, 1.917], [-2.267, -1.540, 0.494], [-3.120, -0.743, 0.245], [-3.960, 0.744, -0.028], [-1.691, -2.334, 0.507]],
  "relative_energy_kj_mol": 356.3,
  "lumo_ha": 0.0261,
  "homo_lumo_gap_ev": 9.670,
  "spin_multiplicity": 1,
  "smiles": "C=C(C)O.C#CCl"
}

{
  "formula": "C5H7CuO4",
  "method": "wB97M-V/def2-TZVPD",
  "elements": ["H", "Cu", "O", "O", "C", "C", "O", "C", "H", "H", "H", "H", "H", "O", "C", "C", "H"],
  "positions_angstrom": [[3.478, -0.187, -0.444], [2.575, 3.023, -1.238], [3.388, 1.426, 0.551], [1.977, -0.381, 0.938], [0.575, -0.123, 0.800], [0.455, 0.281, -0.662], [1.740, 0.913, -0.889], [2.662, 0.410, 0.054], [0.029, -1.039, 1.044], [0.278, 0.692, 1.475], [-0.326, 1.023, -0.852], [0.373, -0.586, -1.331], [-3.265, -1.218, -1.307], [-4.384, 0.053, 1.346], [-3.150, -1.398, -0.239], [-3.822, -0.643, 0.605], [-2.584, -2.244, 0.150]],
  "relative_energy_kj_mol": 193.0,
  "lumo_ha": [-0.2200, -0.2598],
  "homo_lumo_gap_ev": [5.917, 4.832],
  "spin_multiplicity": 2,
  "total_charge": 1
}

{
  "formula": "C5H7ErO3",
  "method": "wB97M-V/def2-TZVPD",
  "elements": ["O", "C", "O", "Er", "O", "C", "H", "H", "C", "H", "H", "C", "C", "H", "H", "H"],
  "positions_angstrom": [[1.234, 0.686, -0.190], [0.034, 0.162, -0.514], [-0.536, 1.153, -1.228], [1.024, 2.715, -1.453], [-0.473, -0.830, -0.110], [2.134, -0.040, 0.735], [1.634, -0.056, 1.707], [2.205, -1.060, 0.331], [3.433, 0.653, 0.761], [4.002, 0.772, -0.162], [3.853, 0.994, 1.705], [-3.964, -1.738, -0.537], [-4.523, -1.300, 0.450], [-3.625, -2.385, -1.331], [-1.518, 1.020, -1.452], [-4.916, -0.747, 1.289]],
  "relative_energy_kj_mol": 237.7,
  "lumo_ha": [-0.4385, -0.5844],
  "homo_lumo_gap_ev": [6.851, 3.687],
  "spin_multiplicity": 5,
  "total_charge": 3
}

{
  "formula": "C5H7F",
  "method": "wB97M-V/def2-TZVPD",
  "elements": ["C", "C", "C", "F", "C", "C", "H", "H", "H", "H", "H", "H", "H"],
  "positions_angstrom": [[1.134, -1.919, 0.815], [1.119, -0.740, 0.272], [-0.111, -0.235, -0.293], [-0.080, 0.235, -1.574], [-0.562, 0.917, 0.624], [-1.423, 1.791, 0.293], [1.939, -2.284, 1.379], [0.166, -2.664, 0.575], [1.995, -0.052, 0.469], [-0.845, -1.129, -0.314], [-0.144, 0.832, 1.547], [-1.703, 1.797, -0.770], [-1.630, 2.502, 1.007]],
  "relative_energy_kj_mol": 177.8,
  "lumo_ha": 0.0424,
  "homo_lumo_gap_ev": 11.531,
  "spin_multiplicity": 1,
  "smiles": "C=CC(F)C=C"
}

{
  "formula": "C5H7F3N3",
  "method": "wB97M-V/def2-TZVPD",
  "elements": ["C", "C", "C", "C", "C", "N", "N", "N", "F", "F", "F", "H", "H", "H", "H", "H", "H", "H"],
  "positions_angstrom": [[1.171, -0.540, 0.020], [-1.802, 0.191, 0.296], [2.627, -0.250, -0.354], [-0.895, 2.302, -0.523], [-2.138, -1.160, 0.723], [0.480, 0.538, -0.161], [0.859, -1.709, 0.308], [-0.817, 0.908, -0.031], [-1.699, -1.502, 1.877], [-3.499, -1.387, 0.851], [-1.650, -2.060, -0.205], [3.373, -0.997, -0.540], [2.563, 0.422, -1.269], [2.944, 0.394, 0.555], [-0.423, 2.888, 0.262], [-0.388, 2.258, -1.445], [-1.981, 2.367, -0.696], [1.276, -2.662, 0.330]],
  "relative_energy_kj_mol": 712.8,
  "lumo_ha": [-0.3141, -0.3031],
  "homo_lumo_gap_ev": [5.068, 6.364],
  "spin_multiplicity": 1,
  "total_charge": 1
}

{
  "formula": "C5H7F3N3O2",
  "method": "wB97M-V/def2-TZVPD",
  "elements": ["C", "C", "C", "C", "C", "N", "N", "N", "O", "O", "F", "F", "F", "H", "H", "H", "H", "H", "H", "H"],
  "positions_angstrom": [[-0.398, -0.041, -0.033], [-2.548, 0.648, 0.093], [-2.406, -0.830, 0.526], [1.678, -0.032, -0.539], [2.472, 1.173, 0.029], [-1.127, 1.018, -0.182], [-0.982, -1.088, 0.420], [2.182, -1.340, -0.167], [3.243, -1.532, -0.783], [1.559, -2.167, 0.445], [2.159, 2.246, -0.635], [2.033, 1.484, 1.311], [3.748, 1.013, 0.043], [-3.005, 0.728, -0.888], [-2.900, 1.259, 0.860], [-2.780, -1.078, 1.598], [-3.077, -1.445, -0.165], [1.634, 0.187, -1.584], [-0.987, 1.757, -0.804], [-0.498, -1.960, 0.455]],
  "relative_energy_kj_mol": 180.9,
  "lumo_ha": -0.1813,
  "homo_lumo_gap_ev": 9.998,
  "spin_multiplicity": 1,
  "total_charge": 1
}

{
  "formula": "C5H7FN4",
  "method": "wB97M-V/def2-TZVPD",
  "elements": ["N", "C", "N", "C", "N", "N", "C", "F", "H", "H", "H", "C", "C", "H", "H", "H", "H"],
  "positions_angstrom": [[3.423, -2.603, -0.834], [2.706, -1.799, -0.357], [1.923, -0.765, -0.206], [2.212, 0.382, 0.324], [3.414, 0.813, 0.708], [1.138, 1.214, 0.439], [0.649, 1.890, -0.466], [0.987, 1.696, -1.735], [3.582, 1.788, 0.695], [3.995, 0.137, 0.262], [-0.139, 2.563, -0.289], [-1.900, -0.342, -0.033], [-2.295, -1.184, -0.981], [-1.818, 0.694, -0.256], [-1.674, -0.529, 1.180], [-2.431, -0.969, -2.010], [-2.172, -2.234, -0.682]],
  "relative_energy_kj_mol": 50.3,
  "lumo_ha": 0.0150,
  "homo_lumo_gap_ev": 9.996,
  "spin_multiplicity": 1,
  "smiles": "N#C/N=C(N)/N=C\\F.C=C"
}

{
  "formula": "C5H7FO",
  "method": "wB97M-V/def2-TZVPD",
  "elements": ["C", "C", "C", "C", "C", "O", "F", "H", "H", "H", "H", "H", "H", "H"],
  "positions_angstrom": [[0.501, 2.289, 2.472], [1.001, 1.236, 2.855], [1.688, -0.905, 0.315], [-0.486, -0.506, -0.467], [-0.294, 0.164, -1.790], [0.382, -0.938, 0.276], [1.474, 0.389, 3.675], [0.315, 2.801, 1.600], [2.096, -1.580, 1.041], [2.320, -0.544, -0.618], [-1.543, -0.710, -0.246], [0.419, 0.884, -1.545], [-1.220, 0.707, -2.222], [0.064, -0.518, -2.571]],
  "relative_energy_kj_mol": 662.5,
  "lumo_ha": [0.0259, 0.0277],
  "homo_lumo_gap_ev": [7.750, 7.946],
  "spin_multiplicity": 1
}

{
  "formula": "C5H7FO3Zn",
  "method": "wB97M-V/def2-TZVPD",
  "elements": ["C", "C", "H", "H", "H", "H", "O", "C", "C", "O", "O", "C", "H", "H", "F", "H", "Zn"],
  "positions_angstrom": [[-1.645, -0.397, 1.131], [-2.550, 0.125, 0.243], [-1.932, -0.154, 2.167], [-0.749, -0.925, 1.455], [-3.276, 0.878, 0.565], [-2.659, -0.244, -0.781], [2.254, 0.134, -0.104], [2.163, 1.439, 0.275], [1.357, -0.416, -1.049], [3.161, 1.945, 0.751], [1.021, 2.003, 0.130], [0.329, -1.328, -0.457], [1.981, -1.001, -1.743], [0.855, 0.359, -1.646], [0.869, -2.360, 0.215], [-0.454, -1.686, -1.139], [-0.725, 1.630, -0.014]],
  "lumo_ha": [-0.2635, -0.2634],
  "homo_lumo_gap_ev": [5.944, 6.498],
  "spin_multiplicity": 2,
  "total_charge": 1
}

{
  "formula": "C5H7FOS",
  "method": "wB97M-V/def2-TZVPD",
  "elements": ["O", "C", "C", "C", "S", "C", "C", "F", "H", "H", "H", "H", "H", "H", "H"],
  "positions_angstrom": [[1.572, -0.560, -1.157], [1.432, -0.419, 0.251], [0.002, -0.024, 0.601], [-1.044, -1.083, 0.164], [-2.575, -0.185, -0.313], [-1.665, 1.343, -0.487], [-0.420, 1.254, -0.040], [0.464, 2.257, -0.004], [2.524, -0.535, -1.320], [2.190, 0.297, 0.623], [1.717, -1.373, 0.712], [-0.076, 0.154, 1.687], [-0.684, -1.599, -0.731], [-1.325, -1.762, 0.970], [-2.113, 2.237, -0.956]],
  "relative_energy_kj_mol": 27.1,
  "lumo_ha": 0.0276,
  "homo_lumo_gap_ev": 8.715,
  "spin_multiplicity": 1,
  "smiles": "OC[C@@H]1CSC=C1F"
}

{
  "formula": "C5H7FSi",
  "method": "wB97M-V/def2-TZVPD",
  "elements": ["C", "C", "Si", "C", "F", "C", "C", "H", "H", "H", "H", "H", "H", "H"],
  "positions_angstrom": [[-2.234, -1.981, -1.015], [-1.400, -1.111, -0.940], [0.451, 0.162, -0.824], [1.528, -1.090, 0.111], [0.910, 0.494, -2.306], [0.209, 1.799, 0.121], [-0.507, 1.895, 1.239], [-2.948, -2.729, -0.952], [2.080, -0.594, 0.937], [0.736, -1.534, 0.674], [2.121, -1.907, -0.260], [0.849, 2.654, -0.162], [-0.497, 2.826, 1.784], [-1.299, 1.116, 1.590]],
  "relative_energy_kj_mol": 87.1,
  "lumo_ha": 0.0290,
  "homo_lumo_gap_ev": 10.781,
  "spin_multiplicity": 1,
  "smiles": "C#C[Si@@](C)(F)C=C"
}

{
  "formula": "C5H7HgNaO3",
  "method": "wB97M-V/def2-TZVPD",
  "elements": ["C", "C", "H", "H", "H", "O", "Hg", "O", "C", "O", "C", "C", "H", "H", "H", "H", "Na"],
  "positions_angstrom": [[-4.377, 1.101, -0.295], [-4.675, -0.066, -0.044], [-4.263, 2.165, -0.150], [-5.424, -0.823, 0.138], [-2.323, -0.723, 0.427], [-1.472, 1.467, 0.002], [-0.213, -2.655, 1.189], [-1.237, -0.704, 0.533], [-0.775, 0.501, 0.301], [0.523, 0.665, 0.462], [1.436, -0.306, 0.072], [2.746, -0.190, 0.736], [1.312, -0.663, -0.957], [3.206, 0.788, 0.503], [3.400, -1.002, 0.396], [2.637, -0.241, 1.829], [-0.962, 3.644, -0.318]],
  "relative_energy_kj_mol": 83.1,
  "lumo_ha": [-0.2535, -0.4071],
  "homo_lumo_gap_ev": [8.612, 5.701],
  "spin_multiplicity": 3,
  "total_charge": 2
}

{
  "formula": "C5H7IN",
  "method": "wB97M-V/def2-TZVPD",
  "elements": ["C", "C", "C", "C", "C", "N", "I", "H", "H", "H", "H", "H", "H", "H"],
  "positions_angstrom": [[-0.945, -0.515, -0.063], [-1.002, -0.961, 1.227], [2.294, 0.158, 0.491], [1.305, 0.774, -0.168], [-0.026, 0.346, -0.692], [-0.470, 0.881, -1.824], [-2.798, -2.029, 1.760], [-1.571, -0.925, -0.873], [2.259, -0.851, 0.918], [3.299, 0.587, 0.601], [1.707, 1.706, -0.543], [-1.460, 0.850, -1.832], [-2.402, -1.723, 3.352], [-0.188, 1.703, -2.355]],
  "relative_energy_kj_mol": 370.2,
  "lumo_ha": [-0.1827, -0.1827],
  "homo_lumo_gap_ev": [7.722, 7.722],
  "spin_multiplicity": 1,
  "total_charge": 1
}

Maximum force / eV Å⁻¹: 1.901; 3.987; 2.815; 4.337; 1.085; 3.900; 4.655; 3.836; 5.798; 3.803; 5.785; 4.166; 0.889; 3.423; 4.023; 3.285